(1)
{
  "formula": "C37H79Cl2IN8O6P3",
  "method": "ωB97M-V with the def2-TZVPD basis set",
  "symbols": ["I", "Cl", "Cl", "P", "P", "P", "O", "O", "O", "O", "O", "O", "N", "N", "N", "N", "N", "N", "N", "N", "C", "C", "C", "C", "C", "C", "C", "C", "C", "C", "C", "C", "C", "C", "C", "C", "C", "C", "C", "C", "C", "C", "C", "C", "C", "C", "C", "C", "C", "C", "C", "C", "C", "C", "C", "C", "C", "H", "H", "H", "H", "H", "H", "H", "H", "H", "H", "H", "H", "H", "H", "H", "H", "H", "H", "H", "H", "H", "H", "H", "H", "H", "H", "H", "H", "H", "H", "H", "H", "H", "H", "H", "H", "H", "H", "H", "H", "H", "H", "H", "H", "H", "H", "H", "H", "H", "H", "H", "H", "H", "H", "H", "H", "H", "H", "H", "H", "H", "H", "H", "H", "H", "H", "H", "H", "H", "H", "H", "H", "H", "H", "H", "H", "H", "H", "H"],
  "xyz": [[3.651762, 3.116635, 4.578288], [4.274263, -0.288938, -1.023440], [0.950879, 1.716063, 1.378847], [0.101211, -4.913993, 2.546022], [7.832940, 4.089951, 0.360272], [-4.629317, 1.059838, -3.244750], [6.338928, 3.936766, 0.004567], [5.640036, -5.316327, 1.986869], [-13.414264, -3.706869, 2.063662], [-0.842673, -4.502786, 3.690714], [-4.609012, -0.196621, -2.353509], [2.808881, -3.485069, 3.715984], [-3.479527, 0.426108, -4.357251], [1.079600, -1.533224, 0.108046], [-6.255448, 0.881370, -3.706516], [-4.609100, 2.546238, -4.198305], [7.688743, 5.692592, 0.911091], [8.353779, 3.915370, -1.269135], [2.182545, -1.144116, 0.722115], [9.538729, 4.178588, 0.809063], [4.094180, -4.144056, 3.477814], [3.683462, 0.291947, 3.400734], [10.354648, 5.324106, 1.163278], [-7.300914, -1.991996, 0.951796], [-3.219269, -2.473797, 1.172629], [-2.466603, -0.464625, -3.785132], [-7.244703, 1.188102, -2.680624], [4.208408, -0.908161, 2.431902], [-3.328944, 3.248817, -4.268477], [-14.443936, -3.153865, 2.938299], [-4.686084, -2.241326, 0.514954], [10.344735, 2.994830, 0.513641], [-5.880541, -2.502587, 1.552004], [-0.937640, -3.117280, -0.131318], [0.998435, -3.386021, 1.856217], [-6.828691, 0.067475, -4.758372], [-2.026812, -1.950222, 0.223445], [7.695677, 6.929731, 0.157736], [-9.939456, -2.185635, 1.000258], [0.421706, -2.667330, 0.612800], [-8.543702, -2.890868, 1.419590], [2.882067, -1.611670, 1.863621], [8.170211, -4.910636, 2.033387], [-11.179310, -3.199867, 0.939467], [7.023343, 5.861857, 2.195615], [-3.715821, 0.022059, -5.725843], [2.274949, -2.890032, 2.560764], [7.535885, 3.033347, -2.106527], [-5.566768, 3.051924, -5.162722], [2.380315, 1.375597, 0.279823], [4.505612, 1.666385, 3.172445], [-12.280036, -2.786718, 2.045771], [2.839161, 0.049705, 0.078779], [3.135993, 2.551724, -0.499494], [8.933772, 4.933913, -2.117095], [6.709630, -4.389861, 1.641231], [4.384705, -4.552843, 1.960768], [7.676585, 5.505508, 3.002118], [4.299962, 1.963442, 2.085107], [-8.255199, 0.877141, -2.958925], [8.218932, -6.016258, 2.298659], [-3.218823, -1.820586, 2.124501], [10.537430, 5.984821, 0.312839], [6.678783, -4.273863, 0.493266], [-10.194010, -1.346011, 1.743875], [6.086567, 5.295448, 2.239258], [9.918235, 5.905945, 1.977130], [-6.164885, -0.094956, -5.599602], [-4.748476, -2.971484, -0.357742], [3.600379, -5.246886, 1.515339], [6.781735, 6.904483, 2.418373], [-2.770420, -0.070609, -6.272946], [-8.508841, -2.971517, 2.571860], [-9.758622, -1.745098, -0.048899], [9.728352, 5.492567, -1.621278], [-8.486235, -3.954447, 0.977077], [9.715970, 2.101556, 0.463799], [-2.778277, 2.975193, -5.173259], [2.510897, 3.506027, -0.596689], [5.612593, 1.475175, 3.347359], [9.422669, 4.482826, -2.988163], [6.648188, 3.554396, -2.488390], [8.935050, -4.746417, 1.185889], [4.811038, -1.604837, 3.107344], [4.603265, -3.657303, 1.268111], [-2.706644, 3.005795, -3.402734], [8.275755, 6.884243, -0.756606], [11.086421, 2.808400, 1.295174], [-4.749606, -1.149693, 0.186327], [7.211216, 2.148888, -1.557331], [4.113949, 2.750602, 0.053594], [-0.630686, -5.628864, 1.540356], [8.573593, -4.314979, 2.930423], [-5.736983, -1.955257, 2.551034], [-12.711423, -1.766638, 1.736524], [3.674048, -0.022023, 4.498344], [2.602932, 0.512235, 3.109702], [6.687852, 7.274403, -0.094803], [-15.097620, -2.380615, 2.379927], [-15.169393, -3.957099, 3.306462], [8.177585, 5.628006, -2.498237], [-5.331793, 4.079902, -5.458504], [6.584872, -3.346515, 2.085089], [3.417126, 2.259652, -1.578489], [-2.121827, -0.106289, -2.814365], [-7.278813, 2.271270, -2.508797], [-1.274826, -4.143422, 0.217190], [11.335097, 5.015422, 1.541095], [4.075372, -5.124271, 4.085246], [-3.464857, 4.333765, -4.257499], [-7.541861, -0.913107, 1.277222], [8.105951, 2.664681, -2.969036], [-6.576049, 3.109195, -4.751117], [-0.814325, -3.055420, -1.275805], [-2.510456, -1.502558, -0.704920], [-7.005653, 0.699040, -1.729942], [-10.890216, -4.305265, 1.039813], [-13.968927, -2.609320, 3.831174], [-1.576146, -0.515680, -4.425488], [-11.731093, -3.123807, -0.070239], [-3.052053, -3.551291, 1.502745], [8.193258, 7.707183, 0.748686], [4.913172, -0.552948, 1.613020], [-7.167180, -0.909176, -4.397738], [-1.490648, -1.102446, 0.788423], [-11.861864, -2.767921, 3.107094], [-2.853323, -1.485575, -3.665093], [1.090784, -5.841430, 3.063336], [-7.295028, -2.019872, -0.198789], [-7.684745, 0.595054, -5.194505], [4.906738, -3.499953, 3.960442], [-4.216320, -0.950121, -5.784777], [-4.283142, 0.761975, -6.291429], [-6.000187, -3.614077, 1.787441], [-5.590200, 2.457102, -6.078718], [10.864700, 3.100868, -0.442733]],
  "atomic_forces_ev_per_a": [[0.639, -0.577, -0.846], [-2.117, 0.166, 1.626], [2.068, -0.526, -1.624], [-1.969, 0.867, 3.626], [1.015, 5.994, -4.403], [-2.240, -3.776, -5.992], [0.339, -3.030, 2.684], [-0.412, 2.005, 0.261], [-0.019, 1.102, 0.930], [1.950, -0.553, -2.572], [1.085, 2.830, 2.643], [-1.032, 1.039, -3.142], [1.707, -0.496, 0.550], [-1.489, -3.231, 1.564], [-1.634, 0.360, -0.225], [1.601, 0.435, 1.910], [0.056, 1.269, 0.987], [-0.469, -1.522, -0.860], [3.109, 0.877, 1.774], [-0.681, -2.393, 0.348], [1.076, -1.293, 0.361], [-0.230, 0.687, -0.462], [-0.215, 0.421, 1.195], [-0.412, -0.398, -0.090], [-0.598, 1.069, 0.525], [-0.043, -0.141, 0.113], [0.356, 0.284, 0.402], [-0.833, 0.126, 0.564], [0.131, 0.098, 0.300], [-0.525, 0.547, -0.053], [0.647, -0.367, 1.018], [-0.088, -0.311, 0.152], [-0.821, 0.209, -0.380], [0.546, 1.893, 0.104], [1.979, 1.421, -0.591], [0.220, -0.056, -0.202], [-0.545, -0.142, 0.883], [0.143, -0.038, -0.281], [0.456, -0.633, -0.299], [1.802, 0.276, 0.969], [-0.193, 0.491, 0.512], [-1.197, -2.611, 0.614], [0.488, 0.221, 0.310], [-1.185, 0.100, 0.091], [0.004, -0.593, 0.208], [0.028, 0.763, -0.485], [-2.089, 1.475, -2.804], [-0.194, -0.005, -0.040], [-1.029, 0.468, 0.550], [1.104, -2.012, -1.300], [-0.575, -1.854, -0.555], [-0.158, -0.165, -0.692], [-0.926, 2.458, 0.160], [-0.358, -0.056, 0.104], [0.910, 0.056, 0.213], [1.499, -0.127, -1.283], [1.246, -0.199, 0.063], [-0.087, -0.021, 0.148], [0.526, 0.003, 1.782], [0.246, -0.031, -0.205], [-0.367, 1.439, -0.380], [0.139, -1.190, -1.296], [-0.206, -0.013, -0.088], [-0.018, -0.029, 1.618], [0.525, -1.092, -1.221], [-0.050, 0.050, 0.058], [-0.060, 0.061, -0.227], [0.237, -0.041, 0.134], [-0.274, 1.236, 0.861], [0.777, 1.067, 0.712], [0.165, -0.083, -0.272], [0.044, -0.003, 0.224], [-0.068, -0.094, -1.732], [-0.440, -0.449, 1.634], [-0.178, 0.086, 0.155], [-0.033, 1.662, 0.641], [0.074, 0.121, -0.134], [-0.010, 0.006, -0.030], [0.829, -1.491, 0.570], [-1.447, 0.654, -0.101], [-0.150, -0.152, 0.102], [-0.056, -0.107, 0.011], [-1.427, -0.183, 1.183], [-1.127, 0.569, -1.254], [-0.932, -1.208, 1.014], [-0.014, -0.060, -0.176], [-0.067, -0.256, -0.096], [-0.045, 0.075, 0.013], [0.128, -1.589, 0.049], [-0.084, 0.166, 0.035], [-1.212, 0.048, -0.765], [0.921, 0.475, -0.029], [-0.677, -1.005, -1.241], [0.119, -0.805, -1.447], [0.896, -1.120, 0.647], [0.182, 0.326, -1.579], [1.410, -0.223, 0.571], [-0.055, 0.049, -0.048], [1.119, -1.045, 0.679], [1.362, 0.862, -0.590], [-0.042, 0.066, 0.032], [0.301, -0.115, 0.188], [-0.166, -1.364, -0.322], [-0.572, 0.073, 1.833], [-0.170, -0.073, -0.011], [-0.078, 0.034, 0.139], [0.470, 1.456, -0.588], [-0.151, -0.309, -0.144], [-0.144, 1.578, -0.967], [-0.075, -0.041, 0.000], [0.605, -1.527, -0.544], [0.147, 0.246, 0.185], [0.065, -0.206, -0.109], [0.271, -0.463, 1.896], [0.893, -0.693, 0.966], [-0.057, -0.018, 0.018], [-0.246, 1.655, 0.104], [-0.669, -0.908, -1.124], [-0.260, 0.159, -0.144], [0.947, -0.065, 1.480], [-0.315, 1.317, -0.450], [-0.163, 0.005, 0.118], [-1.189, -0.356, 0.912], [-0.026, -0.088, -0.013], [-0.753, -1.231, -1.059], [-0.226, 0.235, -1.353], [0.063, -0.021, 0.106], [-0.211, 0.705, -0.931], [0.179, 0.149, 1.625], [-0.108, -0.043, 0.164], [-0.960, -0.868, -1.006], [-0.080, -0.033, -0.001], [-0.190, -0.051, 0.157], [0.346, 1.398, -0.316], [0.010, -0.193, 0.088], [0.017, 0.022, 0.004]],
  "lumo_ev": -4.636,
  "total_charge": 1
}

***

(2)
{
  "formula": "C2H3AgLiO2",
  "method": "ωB97M-V with the def2-TZVPD basis set",
  "symbols": ["Ag", "O", "O", "C", "C", "Li", "H", "H", "H"],
  "xyz": [[-0.887566, -0.235989, -1.491099], [-1.199996, -0.764838, 0.776068], [0.913962, 0.211153, -0.405402], [0.872892, 0.199904, 0.967806], [-0.411647, -0.138054, 1.633016], [2.318125, 0.527521, -1.469338], [-1.556020, -1.585343, 1.138695], [1.150168, 1.174991, 1.436185], [1.603972, -0.506782, 1.429450]],
  "atomic_forces_ev_per_a": [[-0.583, -0.067, -1.523], [0.372, -0.765, -0.573], [2.036, 0.352, 0.015], [-0.315, 1.569, -0.024], [0.773, -1.275, 1.471], [-0.932, -0.196, 0.186], [-0.881, 0.645, 0.541], [0.084, -0.190, -0.260], [-0.553, -0.074, 0.168]],
  "e_above_lowest_kj_mol": 139.0,
  "lumo_ev": [-0.805, -0.804],
  "multiplicity": 2,
  "total_charge": 0
}